Density functional theory data (the ωB97M-V functional and the def2-TZVPD basis) for a structure of composition C32H35BN10O4S2Ti.

Computed properties:
- E_tot: -3759.98580 a.u.
- Energy above the lowest of the compared OMol25 structures with the same formula, charge and spin: 37.9 kcal/mol
- Total charge: -1
- 2S+1: 2
- Lowest unoccupied orbital energy (spin up / spin down): 1.9 / 1.9 eV

XYZ file:
```
85
Properties=species:S:1:pos:R:3:forces:R:3
Ti -0.936341 -1.251039 0.498903 0.956 0.889 -3.429
C 4.075748 -2.542224 1.908524 -0.220 0.151 0.011
C 3.695409 -1.674754 0.750117 0.019 -0.048 -0.124
C 4.509592 -0.749531 0.075305 0.047 0.054 0.122
C 3.724808 -0.266153 -0.945081 0.004 0.067 -0.093
C 4.107766 0.744744 -1.973446 -0.050 -0.109 0.035
N 2.512146 -0.874644 -0.863432 0.106 -0.107 -0.178
N 2.506987 -1.745042 0.176959 -0.198 -0.148 0.112
B 1.409819 -0.935266 -1.970914 -0.233 -0.033 0.310
N 0.653408 -2.295738 -1.957466 0.316 0.020 0.208
N -0.127904 -2.749919 -0.920076 0.407 -0.253 -0.525
C -0.599543 -3.938674 -1.292512 0.201 -0.082 -0.224
C -1.472493 -4.841250 -0.479609 0.067 0.113 -0.028
C -0.128119 -4.255051 -2.575926 -0.058 -0.084 0.028
C 0.650006 -3.188470 -2.962788 0.002 -0.024 0.016
C 1.361061 -2.981396 -4.261359 0.021 0.025 0.116
N 0.280047 0.152297 -1.889960 -0.101 -0.043 -0.047
N -0.933156 -0.180120 -1.332693 -0.152 1.336 -0.966
C -1.831018 0.717365 -1.775415 0.134 -0.385 -0.025
C -3.292599 0.678073 -1.465056 0.156 0.126 0.021
C -1.189702 1.632002 -2.621540 -0.165 0.058 -0.015
C 0.125451 1.239423 -2.679084 0.082 0.008 0.185
C 1.240784 1.912567 -3.402803 -0.034 -0.126 -0.067
H 3.415492 -3.407092 1.962369 -0.016 -0.018 0.016
H 5.104567 -2.886029 1.796653 -0.003 -0.035 0.043
H 3.999835 -1.995239 2.851835 0.019 -0.028 0.030
H 5.531091 -0.479918 0.301437 -0.070 0.019 -0.052
H 5.168216 0.970793 -1.872506 0.017 -0.016 -0.018
H 3.555199 1.672152 -1.834087 0.088 0.010 0.000
H 3.918866 0.381376 -2.985617 -0.013 0.064 0.021
H 1.972320 -0.804009 -3.025951 -0.093 0.040 0.027
H -1.975982 -4.328036 0.330956 -0.072 0.026 0.086
H -0.879894 -5.670302 -0.079849 -0.019 0.025 0.011
H -2.237314 -5.271596 -1.127084 -0.011 0.005 0.026
H -0.345577 -5.146601 -3.143688 0.003 0.059 0.015
H 1.123718 -3.803578 -4.934569 0.017 -0.021 0.007
H 2.442664 -2.942091 -4.117967 -0.031 0.008 -0.046
H 1.051687 -2.046148 -4.729807 0.026 -0.042 -0.015
H -3.554235 -0.235339 -0.954149 -0.135 -0.155 0.040
H -3.859791 0.744531 -2.396450 0.043 -0.029 0.006
H -3.580642 1.514575 -0.830672 0.040 0.100 0.082
H -1.641623 2.471534 -3.127238 0.028 -0.039 0.040
H 0.854966 2.785552 -3.927066 -0.019 -0.042 -0.033
H 1.725864 1.247709 -4.120768 -0.007 0.026 0.027
H 1.996825 2.249944 -2.698791 -0.032 0.074 -0.067
O -2.927921 -3.148073 2.062655 -0.056 0.118 0.062
S -3.190695 -1.914136 1.337200 -1.571 -1.050 0.353
O -4.557802 -1.493483 1.314415 0.089 0.235 0.004
O -2.228293 -0.834791 1.832096 -0.868 0.250 0.885
O -2.613520 -2.050561 -0.076172 -0.949 -0.455 0.212
C 0.427380 -3.816321 3.607576 0.142 -0.270 0.318
C 0.018458 -3.373819 2.351764 -0.011 -0.057 -0.503
N 0.077899 -2.116803 1.971375 1.360 -0.858 2.146
C 0.589413 -1.207800 2.843445 0.242 -0.084 0.335
C 1.060265 -1.574621 4.119812 -0.004 0.253 -0.225
C 0.948770 -2.920025 4.497471 0.003 -0.062 -0.169
C 1.622504 -0.575616 4.961009 0.092 -0.006 0.173
C 1.683894 0.711465 4.546352 -0.038 0.092 0.032
C 1.181646 1.109941 3.274719 -0.075 -0.360 0.003
C 1.216759 2.459693 2.832430 0.216 -0.021 -0.103
C 0.674546 2.760153 1.636350 0.001 0.180 0.109
C 0.065239 1.735657 0.858669 0.227 -0.317 -0.497
N 0.145574 0.436610 1.163706 0.474 0.934 1.162
C 0.635251 0.151194 2.418507 0.205 0.279 0.178
H 0.334392 -4.862363 3.864914 -0.042 0.005 -0.076
H -0.352710 -4.069180 1.615726 -0.110 -0.038 0.065
H 1.288778 -3.237984 5.475818 -0.012 0.036 0.019
H 2.004333 -0.868908 5.932866 -0.044 0.024 -0.021
H 2.101791 1.478770 5.189024 0.016 -0.036 -0.011
H 1.654469 3.221180 3.466276 -0.004 0.000 0.000
H 0.596952 3.776767 1.274474 -0.039 -0.072 -0.048
H -0.246176 1.989063 -0.141889 -0.133 -0.086 -0.047
C -5.463614 5.659926 -0.914194 0.027 -0.030 0.018
C -4.068486 5.445453 -0.397352 0.121 -0.078 0.078
C -3.078873 6.413716 -0.559349 -0.031 0.015 -0.021
C -1.812130 6.059025 -0.129983 0.036 -0.154 0.043
N -1.532026 4.903374 0.455630 -0.059 0.095 -0.001
C -2.568935 4.045204 0.657646 0.120 -0.028 -0.177
S -2.301793 2.582613 1.519336 -0.335 -0.027 0.068
N -3.820597 4.284321 0.190541 -0.026 0.131 -0.016
H -5.688072 6.723056 -1.008689 -0.033 -0.022 -0.025
H -6.182621 5.182479 -0.250702 0.013 0.019 0.006
H -5.564754 5.193505 -1.897222 -0.005 0.028 0.007
H -3.286401 7.374161 -1.012705 0.029 -0.024 -0.006
H -0.971262 6.737778 -0.261211 -0.034 0.003 -0.019
```
Forces are in eV/Å.